(1)
C12H14AgClNO5 as an isolated structure at a distorted geometry. Source: the OMol25 dataset; level of theory: ωB97M-V/def2-TZVPD.

Computed properties:
**HOMO energy**: -4.73 eV
**Frontier orbital gap**: 7.29 eV
**Total charge**: -1
**Max |F|**: 3.1 eV/A
**Total energy**: -40922.2859 eV
**Multiplicity**: 1
**ΔE to the lowest compared entry with this formula, charge and spin**: 13.51 kJ/mol

Element x y z (Å)
Ag -2.04629 3.17736 0.02665
N -2.55535 0.93188 -0.17685
C -3.91996 0.72100 -0.55941
C -5.03559 1.51414 0.11580
C -5.02168 3.09090 -0.23709
O -5.90499 3.55147 -0.95611
O -4.04948 3.75932 0.29800
H -1.81382 0.55448 -0.77995
H -2.30609 0.56183 0.73621
H -4.25302 -0.32556 -0.51142
H -4.02412 0.94784 -1.63588
H -5.11443 1.36151 1.18792
H -5.96830 1.11773 -0.32869
C 4.74979 -0.65418 0.28230
C 3.57878 -1.53054 0.30761
C 3.62307 -2.86787 -0.09252
C 2.54978 -3.72412 -0.16200
Cl 2.67753 -5.36976 -0.52247
C 1.26310 -3.18594 0.01239
C 1.13585 -1.87390 0.40680
C 2.30045 -1.04097 0.60137
O 2.13238 0.14561 1.20536
C 2.00419 1.24108 0.28420
C 0.51218 1.52298 -0.04969
O -0.07226 0.57511 -0.62001
O 0.18275 2.64592 0.30206
H 5.62786 -1.29399 0.50772
H 4.59891 0.24347 0.96024
H 4.88679 -0.29454 -0.77056
H 4.56725 -3.28023 -0.39467
H 0.40812 -3.83617 -0.09783
H 0.21719 -1.34049 0.55904
H 2.50932 0.92226 -0.65531
H 2.56011 2.03239 0.75679


(2)
C12H14BCoF3N6O2 as an isolated structure at a distorted geometry. Source: the OMol25 dataset; level of theory: ωB97M-V/def2-TZVPD.

Computed properties:
**HOMO energy (alpha / beta)**: -9.05 / -9.12 eV
**Frontier orbital gap (alpha / beta)**: 9.58 / 8.81 eV
**Max |F|**: 5.7 eV/A
**Total energy**: -72164.2701 eV
**Multiplicity**: 4
**ΔE to the lowest compared entry with this formula, charge and spin**: 0.00 kJ/mol

Element x y z (Å)
H -0.46913 2.93396 0.70518
N 0.01868 1.66430 -0.91643
B 0.69762 0.71054 -3.14862
N 0.59030 1.89963 -2.15928
C 0.92705 3.20111 -2.26644
Co -0.55408 -0.22107 -0.45040
H 1.39938 3.56034 -3.17249
C 0.55204 3.84407 -1.08982
H 0.66991 4.88356 -0.84544
C -0.02438 2.85375 -0.27304
H 1.14813 1.02249 -4.21108
C -1.60686 -2.45532 0.35577
H -2.00522 -2.16310 1.32903
H -0.85770 -3.23663 0.48937
H -2.41302 -2.84912 -0.26597
N -0.74268 0.13345 -3.23235
N 1.52963 -0.36946 -2.41036
N -1.36175 -0.26426 -2.03892
N 1.06983 -0.82915 -1.18206
C -1.58029 -0.07962 -4.25937
C 2.67902 -0.99321 -2.71586
H -1.25886 0.15925 -5.26752
H 3.17575 -0.76254 -3.64750
C -2.76580 -0.61454 -3.75613
C 2.98520 -1.87939 -1.68390
C -2.60362 -0.70955 -2.36323
C 1.96457 -1.74305 -0.73322
H -3.63264 -0.91167 -4.31505
H 3.82955 -2.54016 -1.63682
H -3.25324 -1.08058 -1.58748
H 1.82011 -2.22810 0.22206
H -1.09964 -1.58843 -0.21174
F -1.29835 1.02406 4.64094
C -0.87027 0.10682 3.74494
F 0.37301 -0.31152 4.11569
F -1.70848 -0.97671 3.81797
C -0.86999 0.65560 2.26754
O -1.44761 1.71808 2.04791
O -0.24588 -0.12963 1.45805


(3)
C12H14BCrF3N6O2 as an isolated structure at a distorted geometry. Source: the OMol25 dataset; level of theory: ωB97M-V/def2-TZVPD.

Computed properties:
**HOMO energy (alpha / beta)**: -15.90 / -15.86 eV
**Frontier orbital gap (alpha / beta)**: 7.12 / 4.64 eV
**Total charge**: +2
**Max |F|**: 7.1 eV/A
**Total energy**: -62940.3160 eV
**Multiplicity**: 5
**ΔE to the lowest compared entry with this formula, charge and spin**: 26.20 kJ/mol

Element x y z (Å)
C 2.68282 0.05924 0.38743
N 1.39836 0.01470 -0.03324
N 1.40872 0.27518 -1.39098
C 2.67524 0.40147 -1.82977
C 3.51594 0.26958 -0.72478
B 0.09561 0.49358 -2.19616
N -0.76832 -0.76485 -1.94479
N -1.01744 -1.30857 -0.68658
C -1.82154 -2.38750 -0.86604
C -1.99217 -2.59308 -2.23196
C -1.30866 -1.56601 -2.87276
Cr -0.34750 -0.65898 1.03092
N -0.57629 1.81874 -1.66307
N -0.90643 1.86642 -0.32418
C -1.40595 3.06881 -0.06245
C -1.39140 3.84735 -1.24642
C -0.85382 3.01537 -2.23216
H -1.77086 3.35470 0.91545
H -0.67091 3.21768 -3.28898
H -1.72954 4.85371 -1.32878
H 0.33230 0.64416 -3.36631
H -1.15325 -1.37815 -3.92210
H 2.88575 0.56047 -2.87993
H -2.52677 -3.40357 -2.68482
H 4.58546 0.31908 -0.72469
H -2.23894 -2.91252 -0.01322
H 2.96352 -0.00049 1.43297
H -2.24285 0.60573 0.99759
C -2.09361 -0.08459 1.86364
H -3.09094 -0.34235 2.26407
H -1.71200 -1.15818 1.58000
H -1.60551 0.40668 2.72710
F 2.55706 -0.81552 4.82387
C 1.91522 -1.73327 4.06980
F 2.83001 -2.50868 3.42215
F 1.18284 -2.53410 4.88787
C 0.98001 -1.09524 2.98420
O 0.76111 0.14063 2.91459
O 0.45475 -1.98762 2.21254


(4)
C12H14Br2 as an isolated structure at a distorted geometry. Source: the OMol25 dataset; level of theory: ωB97M-V/def2-TZVPD.

Computed properties:
**HOMO energy (alpha / beta)**: -7.13 / -9.28 eV
**Frontier orbital gap (alpha / beta)**: 7.75 / 7.54 eV
**Max |F|**: 4.4 eV/A
**Total energy**: -152750.8861 eV
**Multiplicity**: 3
**ΔE to the lowest compared entry with this formula, charge and spin**: 0.00 kJ/mol

Element x y z (Å)
C 1.09522 3.60197 -0.05595
C 1.26895 2.96605 -1.28790
C 0.32620 3.05574 0.92407
C 0.73069 1.71587 -1.46780
C -0.31391 1.85335 0.64269
C -0.07125 1.13362 -0.50420
C -0.81386 -0.85681 -1.90350
C -0.36380 -0.24046 -0.61685
C -2.25110 -0.18277 -2.85168
C -1.63965 -1.74019 1.03609
C 0.70564 -2.14925 0.65071
C -0.36481 -1.06959 0.69080
Br -1.70088 1.40972 -3.74461
Br -3.54947 0.32298 -1.51920
H 1.53487 4.57620 0.11907
H 1.82980 3.51005 -2.03303
H 0.29389 3.63798 1.83668
H 0.89743 1.07724 -2.29403
H -1.14205 1.46411 1.20893
H 0.05432 -0.64580 -2.63442
H -1.25220 -1.93306 -1.77777
H -1.86244 -2.67555 0.40348
H -2.49344 -1.05461 0.77380
H -1.77013 -2.03994 2.15659
H 1.70928 -1.72431 0.39206
H 0.51812 -2.82702 -0.16890
H 0.63311 -2.58566 1.66287
H -0.01490 -0.38206 1.49639


(5)
A 4-piece molecular cluster, C12H14Cl4N2 overall at a distorted geometry. Source: the OMol25 dataset; level of theory: ωB97M-V/def2-TZVPD.

Computed properties:
**HOMO energy (alpha / beta)**: 0.64 / -3.70 eV
**Frontier orbital gap (alpha / beta)**: 1.23 / 5.57 eV
**Total charge**: -1
**Max |F|**: 2.7 eV/A
**Total energy**: -65739.2882 eV
**Multiplicity**: 2
**ΔE to the lowest compared entry with this formula, charge and spin**: 0.00 kJ/mol

Element x y z (Å)
N 11.34248 -3.84269 -6.01159
C 11.56530 -4.77918 -5.06467
C 12.67620 -5.58209 -4.99093
C 13.61638 -5.38757 -6.00117
C 13.44722 -4.44348 -6.97610
C 12.26567 -3.67214 -6.99985
H 10.86400 -4.94265 -4.25978
H 12.87383 -6.28456 -4.19477
H 14.47431 -6.04159 -5.95001
H 14.18940 -4.31734 -7.75047
H 11.95664 -2.90173 -7.69078
N 5.19684 2.62967 -9.17588
C 6.10638 2.00117 -8.37541
C 7.03062 2.68693 -7.58857
C 6.95532 4.11085 -7.55328
C 5.97458 4.77430 -8.32062
C 5.07994 4.00433 -9.04594
H 6.07931 0.92151 -8.37609
H 7.74519 2.13163 -6.99914
H 7.66584 4.67037 -6.96293
H 5.84592 5.84630 -8.29468
H 4.25264 4.46361 -9.56655
C 8.65806 -2.77257 -7.44789
Cl 7.32048 -1.63817 -7.74434
Cl 9.12125 -3.55268 -8.93532
H 9.49262 -2.19257 -7.05393
H 8.25176 -3.57173 -6.82792
C 10.58589 -6.87550 -8.41511
Cl 11.34605 -8.07121 -7.35874
Cl 11.32966 -6.57903 -10.01890
H 9.60144 -7.26478 -8.67476
H 10.52403 -5.92002 -7.89421


(6)
C12H14ClFeIN2 as an isolated structure at a distorted geometry. Source: the OMol25 dataset; level of theory: ωB97M-V/def2-TZVPD.

Computed properties:
**HOMO energy (alpha / beta)**: -8.24 / -8.34 eV
**Frontier orbital gap (alpha / beta)**: 7.25 / 7.24 eV
**Max |F|**: 2.1 eV/A
**Total energy**: -70664.6953 eV
**Multiplicity**: 5
**ΔE to the lowest compared entry with this formula, charge and spin**: 0.00 kJ/mol

Element x y z (Å)
C 2.77475 3.21505 1.83507
C 3.54421 2.01222 1.26280
H 2.14338 3.66369 1.06689
H 3.45690 4.00155 2.19225
H 2.15495 2.90516 2.67669
H 2.93863 1.40792 0.58066
H 4.41916 2.34427 0.68946
H 3.88425 1.36369 2.07533
C -2.79973 1.10989 0.41101
C -3.99097 1.00814 -0.30798
C -4.10893 0.03399 -1.30575
C -3.05275 -0.85466 -1.50649
H -2.64769 1.89202 1.16413
H -4.79503 1.71088 -0.08536
H -5.00679 -0.03098 -1.91163
H -3.05894 -1.63107 -2.27407
N -1.76707 0.26684 0.20185
C -1.90761 -0.73981 -0.71287
C -0.74238 -1.60075 -0.82789
N 0.33894 -1.17863 -0.11078
C 1.43673 -1.95503 -0.02788
C 0.43584 -3.60634 -1.46488
C 1.50279 -3.19721 -0.65065
H 2.24296 -1.55996 0.59961
H 2.38936 -3.81396 -0.50515
C -0.68231 -2.77414 -1.59222
H -1.51929 -3.01312 -2.25379
H 0.49582 -4.54940 -2.00973
Fe 0.27417 0.71689 0.83563
I 0.53832 2.54342 -0.83334
Cl 1.10831 0.30945 2.78907


(7)
C12H14F4NO6S as an isolated structure at a distorted geometry. Source: the OMol25 dataset; level of theory: ωB97M-V/def2-TZVPD.

Computed properties:
**HOMO energy**: -4.70 eV
**Frontier orbital gap**: 7.43 eV
**Total charge**: -1
**Max |F|**: 3.1 eV/A
**Total energy**: -48152.8856 eV
**Multiplicity**: 1
**ΔE to the lowest compared entry with this formula, charge and spin**: 0.00 kJ/mol

Element x y z (Å)
C 4.56636 -0.29504 -1.71446
C 3.19540 0.29811 -1.81828
O 2.86598 0.68467 -0.45927
C 1.59730 1.06921 -0.33522
C 1.43482 1.81156 1.05428
F 2.24357 1.24211 2.03356
C -0.05394 1.82149 1.49690
O -0.87973 2.47497 0.88595
O -0.28705 1.09706 2.56912
C -1.66056 1.28102 3.09213
C -1.56322 0.43952 4.33047
O 0.65527 0.75269 -1.05706
H 4.95538 -0.50997 -2.70813
H 5.23690 0.40183 -1.19511
H 4.51318 -1.22642 -1.13627
H 3.15806 1.18815 -2.47691
H 2.46217 -0.43381 -2.16852
H -1.87555 2.34316 3.30303
H -2.37340 0.86449 2.36780
H -2.40332 0.56028 5.02222
H -1.52467 -0.60732 4.00508
H -0.61250 0.64613 4.84080
F 4.21929 3.57617 1.92747
C 3.37043 3.77857 0.90000
F 3.34533 5.11518 0.65034
F 3.82473 3.13643 -0.20977
S 1.56258 3.50657 1.13723
N 1.81769 4.61465 -1.85423
C 2.15111 4.16559 -3.10199
O 2.54171 3.04903 -3.45697
C 1.95181 5.36331 -4.09742
C 1.23797 6.41600 -3.29441
C 1.13523 5.82637 -1.87281
O 0.50973 6.39458 -0.98004
H 2.92720 5.74758 -4.39747
H 1.42260 4.99020 -4.97090
H 1.78877 7.35290 -3.31674
H 0.23435 6.57197 -3.66936


(8)
C12H14HfN2P as an isolated structure at a distorted geometry. Source: the OMol25 dataset; level of theory: ωB97M-V/def2-TZVPD.

Computed properties:
**HOMO energy**: -9.75 eV
**Frontier orbital gap**: 5.56 eV
**Total charge**: +1
**Max |F|**: 2.2 eV/A
**Total energy**: -26236.4061 eV
**Multiplicity**: 1

Element x y z (Å)
C 0.41557 0.64035 -1.88061
C 0.11504 -0.11091 -3.01149
C -0.22360 -1.47094 -3.09043
C -0.34020 -2.37721 -2.01123
C -0.17388 -2.10113 -0.65152
Hf -0.15617 -0.12549 0.00612
P 0.15272 2.45519 0.77147
H 0.67079 1.67550 -2.07881
H 0.15679 0.36333 -4.00620
H -0.39190 -1.87943 -4.09818
H -0.22163 -2.91590 0.08363
H -0.56682 -3.40506 -2.34159
H -0.97469 2.97770 1.51411
H 0.28407 3.45292 -0.26241
H 1.25619 2.78509 1.64338
N 1.75742 -2.19636 3.41015
C 1.57113 -1.89535 2.09569
N 0.74838 -0.84919 1.94820
C 0.32875 -0.46987 3.26323
C -0.55137 0.52368 3.69596
C -0.70340 0.70534 5.08283
C -0.03058 -0.11828 6.00002
C 0.82661 -1.14748 5.55136
C 0.98417 -1.28539 4.17061
H 2.33953 -2.93354 3.79296
H 2.02109 -2.45687 1.29375
H -1.05651 1.13720 2.94584
H -1.35112 1.49908 5.46705
H -0.18695 0.05224 7.07093
H 1.35908 -1.81690 6.22506